This record from the OMol25 dataset describes C37H37IN9O4PbS as an isolated structure in a non-equilibrium geometry. The level of theory is the ωB97M-V functional and the def2-TZVPD basis.

Last column: Mulliken charge in e.
Geometry (Å):
Pb  0.10  0.04  -0.20  1.4611
C  -0.04  5.45  -2.12  -0.6129
C  -0.93  4.40  -2.28  -0.6601
C  -1.01  3.39  -1.34  -0.4119
C  -0.20  3.45  -0.20  0.0655
C  0.69  4.52  -0.03  0.2272
C  0.77  5.50  -0.99  -1.0459
N  -0.24  2.37  0.70  0.3444
C  -0.25  2.57  2.02  0.5311
C  -0.65  3.81  2.61  -0.6345
C  -0.73  3.96  3.96  -0.8270
C  -0.42  2.89  4.82  -0.7213
C  -0.02  1.68  4.30  -0.6833
C  0.05  1.49  2.92  -0.6328
N  0.55  0.32  2.36  2.1874
N  0.74  -0.65  3.11  -1.3446
C  1.40  -1.74  2.47  -0.3401
C  1.85  -2.76  3.30  -0.7255
C  2.61  -3.78  2.74  -0.7063
C  2.87  -3.75  1.37  -1.1115
C  2.33  -2.72  0.62  -0.9390
N  1.61  -1.74  1.15  1.5088
H  0.03  6.22  -2.87  0.4200
H  -1.57  4.35  -3.16  0.4570
H  -1.70  2.57  -1.44  0.4138
H  1.34  4.54  0.84  0.5645
H  1.47  6.32  -0.87  0.4569
H  -0.95  4.62  1.95  0.5774
H  -1.06  4.90  4.38  0.4623
H  -0.49  3.02  5.89  0.4561
H  0.24  0.85  4.94  0.5219
H  1.62  -2.73  4.35  0.6254
H  2.99  -4.58  3.35  0.4734
H  3.47  -4.51  0.90  0.6030
H  2.46  -2.68  -0.46  0.7208
C  3.64  0.73  -0.07  -1.7512
N  2.39  0.75  -0.84  0.5835
C  2.43  1.14  -2.06  -0.6593
C  1.28  1.12  -2.90  0.3005
C  1.10  1.50  -4.23  -0.9933
C  -0.24  1.24  -4.53  -0.7906
C  -0.82  0.73  -3.37  -1.1274
N  0.10  0.65  -2.39  0.6326
C  3.52  1.49  1.23  0.5605
C  3.67  0.85  2.45  -0.3069
C  3.55  1.54  3.64  -0.6281
C  3.28  2.91  3.62  -0.6504
C  3.16  3.57  2.41  -0.9782
C  3.28  2.86  1.22  0.0468
H  4.43  1.17  -0.69  0.5879
H  3.93  -0.30  0.15  0.2968
H  3.37  1.48  -2.50  0.4453
H  1.86  1.90  -4.88  0.6006
H  -0.74  1.40  -5.47  0.5465
H  -1.84  0.41  -3.21  0.4486
H  3.90  -0.21  2.46  0.4147
H  3.67  1.03  4.58  0.4387
H  3.19  3.45  4.55  0.4818
H  2.98  4.64  2.39  0.5137
H  3.19  3.38  0.27  0.6391
I  -2.74  -0.13  0.21  -0.2177
C  3.38  -9.38  -4.14  -1.3327
C  2.73  -8.42  -3.14  -0.3546
S  3.30  -6.77  -3.45  1.3441
O  4.68  -6.67  -3.05  -0.6982
O  2.90  -6.38  -4.78  -0.6846
C  2.37  -5.76  -2.32  -0.2192
C  0.94  -5.51  -2.79  -1.5577
N  0.30  -4.50  -1.94  0.2905
C  0.29  -3.17  -2.21  0.7142
N  -0.29  -2.49  -1.23  -0.1009
C  -0.67  -3.40  -0.29  -0.5612
C  -0.31  -4.64  -0.71  -0.3840
N  -0.42  -5.86  0.02  1.0583
O  -1.00  -5.81  1.08  -0.6103
O  0.22  -6.83  -0.38  -0.6183
C  0.82  -2.58  -3.47  -0.8231
H  3.02  -10.39  -3.95  0.3861
H  4.46  -9.38  -4.04  0.3612
H  3.12  -9.10  -5.16  0.3608
H  3.01  -8.65  -2.12  0.4000
H  1.65  -8.41  -3.23  0.3197
H  2.95  -4.83  -2.28  0.1603
H  2.39  -6.23  -1.34  0.4494
H  0.35  -6.42  -2.75  0.3836
H  0.94  -5.14  -3.81  0.5751
H  -1.19  -3.14  0.62  0.6018
H  0.15  -2.82  -4.31  0.4984
H  1.81  -2.96  -3.72  0.3459
H  0.86  -1.50  -3.37  -0.4201

Results
* net charge: +1
* orbital gap (spin up / spin down): 0.2088 / 0.1902 hartree
* HOMO (spin up / spin down): -10.61 / -10.30 eV

This record from the OMol25 dataset describes C37H37NO9W as an isolated structure in a non-equilibrium geometry. The level of theory is the ωB97M-V functional and the def2-TZVPD basis.

Last column: Mulliken charge in e.
Geometry (Å):
W  -0.36  -1.01  1.17  1.7656
O  0.72  0.45  2.42  -0.8224
C  2.01  -0.01  2.93  0.2517
C  1.77  -1.31  3.66  -1.0422
N  1.03  -2.26  2.79  0.0141
C  -0.01  -3.01  3.56  -0.9102
C  -1.34  -2.44  3.06  0.5910
O  -2.25  -2.99  2.54  -0.3981
O  -1.19  -1.03  2.92  -0.5973
C  1.87  -3.10  1.95  -0.6446
C  1.21  -3.38  0.61  0.2960
O  1.61  -3.99  -0.30  -0.4492
O  -0.08  -2.74  0.55  -0.6726
H  0.14  0.69  3.16  0.5769
H  2.43  0.76  3.57  0.5758
H  2.64  -0.12  2.05  -0.4634
H  1.16  -1.13  4.54  0.5001
H  2.71  -1.74  4.01  0.3779
H  0.11  -2.85  4.63  0.4906
H  0.01  -4.07  3.35  0.4675
H  2.13  -4.06  2.41  0.6325
H  2.80  -2.57  1.73  0.2807
C  -0.46  4.33  -2.44  -1.6206
C  -0.28  3.59  -1.14  1.2758
C  -0.40  4.45  0.09  -1.5388
O  -1.28  2.51  -1.08  -0.2891
C  -0.63  1.36  -0.81  -1.4866
C  0.78  1.74  -0.41  -0.3217
O  0.97  2.89  -1.19  -0.3531
C  1.74  0.57  -0.71  2.3299
O  1.12  -0.48  0.19  0.6693
C  3.14  0.74  -0.19  -0.7762
C  4.01  -0.34  -0.29  -0.0986
C  5.28  -0.26  0.24  -0.8780
C  5.71  0.91  0.86  -0.6570
C  4.86  2.00  0.92  -1.1016
C  3.57  1.92  0.40  -0.0212
C  1.66  0.07  -2.13  0.1662
C  2.24  0.88  -3.11  -0.7739
C  2.19  0.51  -4.44  -0.9135
C  1.56  -0.68  -4.81  -0.8294
C  1.00  -1.49  -3.84  -1.1396
C  1.05  -1.11  -2.50  0.5230
C  -2.23  -0.41  0.29  2.1086
O  -1.25  0.66  0.42  -0.9836
C  -3.43  -0.16  1.13  0.5689
C  -3.43  0.84  2.11  0.0420
C  -4.57  1.05  2.87  -1.3560
C  -5.70  0.26  2.68  -0.5935
C  -5.69  -0.73  1.71  -1.1101
C  -4.56  -0.94  0.93  -0.3963
C  -2.44  -0.93  -1.11  -0.1872
C  -2.88  -0.01  -2.07  -0.0344
C  -3.16  -0.43  -3.36  -1.0544
C  -3.05  -1.78  -3.69  -0.7518
C  -2.67  -2.70  -2.72  -1.1041
C  -2.37  -2.27  -1.43  0.5413
H  -1.47  4.75  -2.49  0.3707
H  -0.31  3.64  -3.28  0.4195
H  0.25  5.14  -2.51  0.3985
H  -1.35  4.97  0.09  0.4297
H  0.40  5.19  0.11  0.3808
H  -0.35  3.85  1.01  0.2460
H  -0.73  0.60  -1.58  0.7446
H  0.84  1.97  0.65  0.6335
H  3.70  -1.25  -0.80  0.5970
H  5.96  -1.10  0.16  0.4881
H  6.71  0.98  1.25  0.4661
H  5.19  2.93  1.37  0.4980
H  2.93  2.79  0.45  0.5230
H  2.75  1.80  -2.83  0.4896
H  2.64  1.14  -5.19  0.5031
H  1.53  -0.97  -5.85  0.4547
H  0.53  -2.42  -4.11  0.5723
H  0.61  -1.78  -1.77  0.3576
H  -2.57  1.47  2.26  0.3214
H  -4.58  1.84  3.61  0.4600
H  -6.58  0.43  3.27  0.4448
H  -6.57  -1.35  1.55  0.4752
H  -4.58  -1.72  0.17  0.5056
H  -3.00  1.04  -1.82  0.4953
H  -3.49  0.28  -4.10  0.5152
H  -3.28  -2.11  -4.69  0.5033
H  -2.62  -3.75  -2.96  0.5012
H  -2.11  -3.02  -0.69  0.5300

Results
* net charge: +2
* orbital gap: 0.2337 hartree
* HOMO: -14.05 eV
* energy above the lowest of the compared OMol25 structures with the same formula, charge and spin: 28.1 kcal per mole

This record from the OMol25 dataset describes C37H38AlBNO7 as an isolated structure. The level of theory is the ωB97M-V functional and the def2-TZVPD basis.

Last column: Mulliken charge in e.
Geometry (Å):
C  -3.68  -0.54  -0.28  -0.8011
O  -3.41  -0.24  -1.63  -0.0658
C  -4.36  0.70  -2.21  -0.8070
Al  -3.97  1.07  -4.19  -0.5762
C  -2.96  2.82  -4.42  -0.5554
C  -3.76  4.16  -4.40  -0.8224
C  -5.11  4.16  -3.68  -0.4166
C  -6.33  4.13  -4.62  -0.7354
N  -7.51  3.58  -3.94  -0.2982
C  -7.98  2.32  -4.43  0.6183
C  -8.53  1.42  -3.35  -1.0780
O  -7.97  1.99  -5.60  -0.5428
B  -2.97  -0.63  -5.04  0.7154
C  -2.95  -2.09  -4.40  -0.9331
O  -2.30  -0.53  -6.30  -0.5960
H  -2.73  -0.68  0.25  0.0990
H  -4.29  -1.45  -0.21  0.2928
H  -4.22  0.27  0.21  0.3320
H  -5.37  0.31  -2.05  0.3821
H  -4.26  1.64  -1.65  0.4015
H  -5.38  1.19  -4.98  -0.1726
H  -2.47  2.76  -5.39  0.3706
H  -2.15  2.89  -3.69  0.2136
H  -3.13  4.89  -3.89  0.2999
H  -3.90  4.52  -5.42  0.3531
H  -5.19  5.10  -3.13  0.3748
H  -5.20  3.36  -2.95  0.1742
H  -6.12  3.63  -5.56  0.3652
H  -6.55  5.17  -4.85  0.4062
H  -8.31  4.21  -4.02  0.2857
H  -7.78  1.24  -2.59  0.1685
H  -8.89  0.49  -3.78  0.3207
H  -9.37  1.94  -2.88  0.3520
H  -2.09  -2.24  -3.75  0.2496
H  -3.84  -2.24  -3.79  0.1970
H  -2.95  -2.87  -5.18  0.2958
H  -2.98  -0.39  -6.96  0.2502
C  3.82  2.36  3.51  -0.6029
C  4.00  3.53  2.78  -0.4875
C  3.40  3.67  1.54  -0.5805
C  2.64  2.64  1.02  0.2949
C  2.47  1.46  1.75  0.4024
C  3.06  1.33  3.00  -0.5350
C  1.69  0.32  1.19  0.3654
O  1.56  -0.70  1.84  -0.6959
C  1.10  0.47  -0.16  0.3824
C  0.41  -0.60  -0.72  -0.8166
C  -0.16  -0.48  -1.98  -0.2803
C  -0.03  0.71  -2.69  -0.1516
C  0.65  1.78  -2.14  -1.0503
C  1.23  1.66  -0.88  0.3433
C  1.99  2.81  -0.32  0.5230
O  2.11  3.86  -0.92  -0.6794
H  4.28  2.26  4.49  0.4112
H  4.60  4.34  3.18  0.3918
H  3.53  4.58  0.97  0.4806
H  2.92  0.41  3.56  0.5256
H  0.31  -1.52  -0.17  0.5244
H  -0.70  -1.30  -2.41  0.0888
H  -0.49  0.82  -3.67  0.5479
H  0.75  2.71  -2.68  0.4978
C  4.71  -1.95  2.13  -0.3459
C  6.08  -1.71  2.18  -0.6554
C  6.85  -2.28  3.18  -0.6282
C  6.26  -3.08  4.14  0.2483
C  4.88  -3.31  4.10  0.3614
C  4.11  -2.75  3.09  -0.8598
C  4.21  -4.14  5.14  0.5066
O  3.02  -4.35  5.11  -0.6485
C  5.06  -4.70  6.24  0.1939
C  4.46  -5.44  7.25  -0.5418
C  5.22  -5.98  8.26  -0.4702
C  6.60  -5.79  8.27  -0.4547
C  7.21  -5.06  7.27  -0.5679
C  6.44  -4.50  6.25  0.1520
C  7.11  -3.69  5.20  0.6726
O  8.31  -3.53  5.21  -0.6729
H  4.11  -1.51  1.35  0.4937
H  6.54  -1.08  1.43  0.4302
H  7.92  -2.10  3.22  0.4736
H  3.05  -2.93  3.06  0.5645
H  3.38  -5.59  7.23  0.4769
H  4.75  -6.55  9.05  0.3920
H  7.20  -6.22  9.06  0.3931
H  8.28  -4.90  7.27  0.4696

Results
* net charge: -1
* orbital gap: 0.1556 hartree
* HOMO: -3.99 eV

This record from the OMol25 dataset describes C37H38BCl2NO3SiTi as an isolated structure. The level of theory is the ωB97M-V functional and the def2-TZVPD basis.

Last column: Löwdin spin population.
Geometry (Å):
Ti  0.30  -0.40  1.61  0.4360
C  2.49  -1.83  3.86  0.0224
C  1.05  -1.60  3.51  0.1108
C  0.27  -2.59  2.85  0.0402
C  -1.06  -2.39  2.55  0.0601
C  -1.83  -3.35  1.70  0.0089
C  -1.70  -1.19  2.98  0.1221
C  -1.00  -0.24  3.73  0.0214
C  -1.66  1.02  4.19  -0.0005
C  0.36  -0.45  3.99  0.0645
H  3.05  -0.91  3.78  0.0031
H  2.93  -2.56  3.19  0.0005
H  2.58  -2.21  4.89  0.0086
H  0.77  -3.48  2.49  0.0011
H  -2.18  -2.83  0.80  0.0021
H  -2.71  -3.73  2.23  0.0022
H  -1.21  -4.20  1.39  0.0000
H  -2.73  -1.00  2.70  0.0087
H  -1.02  1.89  3.99  -0.0006
H  -1.85  0.98  5.27  -0.0006
H  -2.61  1.18  3.68  0.0005
H  0.93  0.33  4.49  0.0023
C  -2.49  -2.31  -2.39  0.0003
C  -1.49  -1.18  -2.64  0.0013
C  -0.08  -1.77  -2.66  -0.0002
C  -1.77  -0.54  -4.01  0.0003
Si  -1.55  0.09  -1.22  0.0062
O  -0.96  -0.56  0.12  0.0471
C  -3.32  0.63  -0.84  0.0008
C  -4.39  0.68  -1.74  0.0002
C  -5.65  1.12  -1.35  0.0000
C  -5.87  1.53  -0.05  -0.0001
C  -4.83  1.50  0.87  0.0000
C  -3.58  1.06  0.47  0.0002
C  -0.62  1.63  -1.78  -0.0001
C  0.76  1.72  -1.64  0.0002
C  1.46  2.86  -2.02  0.0000
C  0.77  3.95  -2.55  0.0000
C  -0.61  3.88  -2.70  0.0000
C  -1.29  2.74  -2.32  0.0000
H  -2.40  -3.08  -3.17  0.0000
H  -3.53  -1.96  -2.39  0.0000
H  -2.31  -2.80  -1.43  0.0002
H  0.01  -2.51  -3.47  0.0000
H  0.16  -2.27  -1.72  -0.0001
H  0.68  -1.00  -2.83  0.0000
H  -1.69  -1.30  -4.80  0.0001
H  -1.06  0.25  -4.23  0.0000
H  -2.78  -0.11  -4.08  0.0000
H  -4.25  0.36  -2.77  0.0000
H  -6.46  1.14  -2.07  0.0000
H  -6.85  1.88  0.26  0.0000
H  -4.99  1.83  1.89  0.0000
H  -2.76  1.04  1.19  0.0006
H  1.31  0.90  -1.20  0.0002
H  2.53  2.92  -1.86  0.0000
H  1.31  4.85  -2.82  0.0000
H  -1.15  4.73  -3.11  0.0000
H  -2.37  2.71  -2.41  0.0000
O  2.45  -2.88  0.71  0.0054
B  1.93  -1.56  0.52  0.0228
O  2.61  -1.03  -0.61  0.0040
C  3.46  -1.98  -1.08  -0.0002
C  4.31  -1.93  -2.16  0.0006
C  5.07  -3.07  -2.42  0.0008
C  4.98  -4.20  -1.61  0.0005
C  4.12  -4.23  -0.51  0.0008
C  3.37  -3.11  -0.27  -0.0007
H  4.37  -1.05  -2.78  0.0000
H  5.75  -3.07  -3.26  0.0000
H  5.59  -5.07  -1.83  0.0000
H  4.04  -5.11  0.12  0.0000
Cl  -0.83  3.48  1.19  0.0006
C  0.91  3.58  1.23  0.0004
C  1.50  4.81  1.05  0.0000
C  2.89  4.92  1.05  0.0014
C  3.65  3.78  1.24  0.0001
C  3.05  2.56  1.42  0.0005
Cl  4.06  1.16  1.67  0.0003
C  1.64  2.37  1.40  -0.0008
N  1.04  1.18  1.51  -0.0078
H  0.88  5.68  0.90  -0.0001
H  3.36  5.89  0.91  0.0001
H  4.74  3.83  1.26  0.0000

Results
* net charge: -1
* spin multiplicity: 2
* orbital gap (spin up / spin down): 0.1860 / 0.2454 hartree
* HOMO (spin up / spin down): -2.66 / -4.31 eV
* energy above the lowest of the compared OMol25 structures with the same formula, charge and spin: 0.0 kcal per mole

This record from the OMol25 dataset describes a 11-piece molecular cluster, C37H38Cl16F4O3 overall in a non-equilibrium geometry. The level of theory is the ωB97M-V functional and the def2-TZVPD basis.

Last column: Mulliken charge in e.
Geometry (Å):
C  -1.74  7.49  -0.49  0.2200
Cl  -2.23  7.19  -2.17  -0.0820
Cl  -0.85  9.03  -0.48  -0.1143
Cl  -3.17  7.64  0.48  -0.0780
Cl  -0.62  6.20  0.17  0.0423
C  -2.17  5.85  4.23  0.2655
Cl  -2.88  5.97  5.92  -0.1092
Cl  -0.65  4.91  4.15  -0.0355
Cl  -3.35  5.26  3.06  -0.0681
Cl  -1.71  7.49  3.71  -0.0850
C  3.32  3.83  0.07  0.1209
Cl  2.20  3.57  -1.28  0.0141
Cl  4.27  2.41  0.40  -0.0652
Cl  4.39  5.12  -0.39  -0.1056
Cl  2.43  4.27  1.53  -0.0297
C  3.44  -0.25  -2.98  0.0410
Cl  3.89  1.30  -3.79  -0.0997
Cl  1.68  -0.39  -2.58  0.1565
Cl  3.91  -1.59  -4.04  -0.0610
Cl  4.37  -0.26  -1.51  -0.0656
C  -3.48  -3.32  1.93  -0.9686
C  -2.11  -3.77  2.44  0.8210
O  -1.10  -3.14  2.24  -0.2622
C  -2.01  -5.04  3.23  -1.3874
H  -3.97  -4.08  1.32  0.4214
H  -3.34  -2.49  1.23  -0.0063
H  -4.17  -3.04  2.72  0.3571
H  -1.01  -5.13  3.65  0.2844
H  -2.19  -5.86  2.53  0.3845
H  -2.66  -5.20  4.09  0.3909
C  2.00  -3.63  3.36  0.0628
C  3.22  -2.85  3.80  0.7382
O  4.13  -3.31  4.42  -0.5959
C  3.35  -1.40  3.30  -0.6851
H  1.07  -3.16  3.67  -0.4468
H  2.15  -4.64  3.74  0.4171
H  1.97  -3.79  2.28  -0.1495
H  3.20  -1.46  2.23  0.1505
H  4.41  -1.13  3.38  0.3413
H  2.59  -0.83  3.82  0.1311
C  -1.86  -1.07  5.44  -1.0679
C  -0.49  -1.72  5.50  0.8938
O  0.60  -1.14  5.24  -0.5728
C  -0.31  -3.14  6.01  -0.8061
H  -1.76  -0.18  4.81  0.2555
H  -2.24  -0.85  6.43  0.3894
H  -2.55  -1.72  4.90  0.1906
H  -1.08  -3.76  5.55  0.0536
H  -0.55  -3.14  7.08  0.4179
H  0.61  -3.68  5.80  0.3007
F  0.60  -3.71  -3.70  -0.3362
C  1.71  -3.95  -2.99  0.6693
C  2.75  -4.57  -3.57  -0.9235
C  3.92  -4.86  -2.82  -0.3132
C  3.93  -4.54  -1.46  -0.9549
C  2.73  -4.00  -0.89  0.1074
C  1.66  -3.65  -1.63  -0.3577
H  2.74  -4.81  -4.62  0.4267
H  4.81  -5.28  -3.26  0.4126
H  4.81  -4.86  -0.91  0.4469
H  2.72  -3.80  0.17  0.0708
H  0.82  -3.14  -1.17  0.7163
F  -0.91  3.02  -1.14  -0.2469
C  -0.65  2.17  -0.10  -0.9769
C  -0.43  2.71  1.19  0.6930
C  0.01  1.91  2.21  -1.0799
C  0.15  0.56  1.98  -0.3626
C  -0.13  0.00  0.75  -0.9791
C  -0.49  0.83  -0.30  1.1049
H  -0.47  3.79  1.27  -0.0988
H  0.18  2.20  3.24  0.3437
H  0.40  -0.09  2.80  0.7873
H  0.07  -1.05  0.60  0.5776
H  -0.55  0.43  -1.30  0.3141
F  -0.73  5.12  -3.91  -0.1608
C  -0.43  4.38  -5.03  0.3759
C  0.08  3.12  -4.84  -0.0703
C  0.40  2.37  -5.94  -0.4350
C  -0.02  2.76  -7.19  -0.6472
C  -0.64  4.01  -7.32  -0.2485
C  -0.84  4.85  -6.25  -0.7810
H  0.35  2.88  -3.83  0.4173
H  0.82  1.37  -5.95  0.3795
H  0.13  2.13  -8.05  0.4071
H  -0.93  4.25  -8.33  0.3374
H  -1.35  5.79  -6.40  0.4405
F  -1.56  -0.29  -4.98  -0.3117
C  -2.21  -0.43  -3.81  0.1073
C  -1.97  -1.52  -2.98  -0.3502
C  -2.76  -1.60  -1.83  -0.5154
C  -3.57  -0.57  -1.39  -0.3509
C  -3.66  0.58  -2.19  -0.6423
C  -2.94  0.66  -3.38  -0.1821
H  -1.40  -2.32  -3.43  0.6006
H  -2.67  -2.46  -1.19  0.3321
H  -4.16  -0.67  -0.49  0.4589
H  -4.27  1.37  -1.79  0.3779
H  -3.00  1.53  -4.02  0.5053

Results
* SMILES: ClC(Cl)(Cl)Cl.ClC(Cl)(Cl)Cl.ClC(Cl)(Cl)Cl.ClC(Cl)(Cl)Cl.Fc1ccccc1.Fc1ccccc1.Fc1ccccc1.Fc1ccccc1.CC(C)=O.CC(C)=O.CC(C)=O
* orbital gap: 0.3312 hartree
* HOMO: -9.01 eV
* energy above the lowest of the compared OMol25 structures with the same formula, charge and spin: 0.0 kcal per mole

DFT total energy: -3114.3237 -2230.6186 -2281.5200 -3797.6984 -9420.8238 (hartree)